Entry 1:
Here is a single C24H25N3O4 molecule from the OMol25 dataset. Energies are from the ωB97M-V functional and the def2-TZVPD basis.

```
! RIJCOSX wB97M-V def2-TZVPD def2/J DEFGRID3
* xyz 0 1
C 2.14574 3.32982 -0.65657
O 1.64154 2.41944 0.28892
C 0.27872 2.24548 0.34766
C -0.64381 2.84343 -0.49791
C -1.98402 2.51627 -0.41206
C -2.45706 1.56356 0.49262
C -1.52463 1.04148 1.39717
C -0.19005 1.37646 1.32731
H 0.51429 0.94348 2.02061
H -1.81810 0.35212 2.17098
N -3.80946 1.21805 0.53315
C -4.20918 0.11332 1.37689
H -5.30185 0.12523 1.41928
C -3.70781 -1.22661 0.77633
N -3.56312 -1.05687 -0.65274
C -2.37552 -1.03665 -1.32689
O -2.28586 -0.54297 -2.43651
C -1.20602 -1.67625 -0.66169
C -1.25763 -2.93965 -0.08179
C -0.12874 -3.46240 0.51772
C 1.07069 -2.76021 0.56837
C 1.13198 -1.51572 -0.06978
C -0.00006 -0.99120 -0.68054
H 0.04694 -0.03441 -1.17752
N 2.31420 -0.74957 -0.07419
C 3.52647 -1.19632 -0.50346
O 3.73595 -2.30898 -0.94785
C 4.60631 -0.20330 -0.37277
C 5.91911 -0.30236 -0.75873
C 6.53387 0.90888 -0.37779
C 5.55634 1.65332 0.21211
O 4.39097 0.99467 0.21939
H 5.57219 2.62972 0.65633
H 7.55754 1.18753 -0.52053
H 6.36646 -1.14110 -1.24985
H 2.20824 0.24830 0.07209
C 2.24000 -3.32707 1.30390
H 1.93081 -4.15149 1.94145
H 2.71763 -2.56079 1.91360
H 2.98438 -3.68726 0.59335
H -0.17859 -4.43846 0.97868
H -2.17283 -3.51264 -0.10951
C -4.65760 -0.29501 -1.21870
C -4.56970 1.16525 -0.70559
H -5.57347 1.56183 -0.51704
H -4.09147 1.77860 -1.46301
H -4.56862 -0.32495 -2.30432
H -5.59445 -0.77091 -0.91774
H -2.74641 -1.50638 1.20459
H -4.43032 -2.02652 0.97826
H -3.84003 0.25294 2.39222
H -2.66171 3.02509 -1.07852
H -0.33835 3.56405 -1.23987
H 1.90024 3.02476 -1.67950
H 3.22659 3.32065 -0.53027
H 1.76931 4.34231 -0.47970
*
```

Properties
E_HOMO	-7.535	eV
relative energy (zero: lowest compared OMol25 entry of this formula, charge and spin)	62.9	kcal per mole
SMILES string	COc1ccc(N2CCN(C(=O)c3ccc(C)c(NC(=O)c4ccco4)c3)CC2)cc1
max |F|	1.33	eV/Å
lowest unoccupied orbital energy	0.715	eV
electronic energy	-37954.149	eV
frontier orbital gap	8.25	eV

Results of the Löwdin charge analysis, in e, for atoms 1 through 5: atom 1 (C): -0.081, atom 2 (O): -0.120, atom 3 (C): -0.299, atom 4 (C): -0.015, atom 5 (C): -0.009


Entry 2:
Here is 2 unconnected molecules or ions with the total composition CH5N3 from the OMol25 dataset. Energies are from the ωB97M-V functional and the def2-TZVPD basis.

```
! RIJCOSX wB97M-V def2-TZVPD def2/J DEFGRID3
* xyz 0 1
C 1.65334 -0.24558 0.24184
N -1.83102 0.21530 0.21862
N 0.34020 -0.86589 -1.61329
N 1.01120 -0.49900 -0.78472
H 2.51720 -0.74005 0.42782
H 1.27112 0.64720 0.84365
H -2.46536 0.94319 0.47487
H -1.52864 0.46005 -0.65156
H -0.96804 0.08479 0.84277
*
```

Properties
E_HOMO	-8.839	eV
relative energy (zero: lowest compared OMol25 entry of this formula, charge and spin)	72.8	kcal per mole
max |F|	5.43	eV/Å
lowest unoccupied orbital energy	0.821	eV
electronic energy	-5585.820	eV
frontier orbital gap	9.66	eV

Results of the Löwdin charge analysis, in e, for atoms 1 through 5: atom 1 (C): -0.069, atom 2 (N): 0.022, atom 3 (N): 0.205, atom 4 (N): -0.240, atom 5 (H): 0.027